# 1
A single C6H6 molecule in a non-equilibrium geometry. Source: OMol25; level of theory: ωB97M-V with the def2-TZVPD basis set.

CARTESIAN COORDINATES (ANGSTROEM)
C 0.688 0.927 -0.875
C 1.486 0.080 -0.069
C 0.795 -0.845 0.737
C -0.638 -0.924 0.799
C -1.510 -0.066 -0.003
C -0.728 0.699 -0.920
H 1.201 1.625 -1.572
H 2.598 0.097 0.257
H 1.332 -1.308 1.554
H -1.292 -1.533 1.510
H -2.527 -0.176 -0.071
H -1.405 1.424 -1.347

Output
* E_HOMO: -9.2 eV
* SMILES string: c1ccccc1
* molar mass: 78.1 g/mol
* HOMO-LUMO gap: 10.3 eV
* E: -6317.769 eV

The net atomic charges from Löwdin, expressed in e, are: atom 1 (C): -0.091, atom 2 (C): -0.110, atom 3 (C): -0.124, atom 4 (C): -0.079, atom 5 (C): -0.063, atom 6 (C): -0.104, atom 7 (H): 0.102, atom 8 (H): 0.130, atom 9 (H): 0.085, atom 10 (H): 0.108, atom 11 (H): 0.061, atom 12 (H): 0.083

# 2
A single C6H6 molecule in a non-equilibrium geometry. Source: OMol25; level of theory: ωB97M-V with the def2-TZVPD basis set.

CARTESIAN COORDINATES (ANGSTROEM)
C -0.827 -2.166 0.889
C -0.150 -1.203 0.682
C -0.041 1.047 0.496
C -0.239 2.042 1.271
C 0.166 -0.121 -0.073
C 0.655 -0.402 -1.579
H -1.227 -2.983 1.239
H -1.004 2.715 0.883
H 0.447 2.538 1.960
H -0.178 -0.872 -2.035
H 1.436 -1.119 -1.502
H 0.963 0.524 -2.231

Output
* E_HOMO: -8.6 eV
* SMILES string: C#CC(C)=C=C
* molar mass: 78.1 g/mol
* HOMO-LUMO gap: 9.3 eV
* E: -6314.314 eV

The net atomic charges from Löwdin, expressed in e, are: atom 1 (C): 0.179, atom 2 (C): -0.130, atom 3 (C): -0.064, atom 4 (C): 0.012, atom 5 (C): -0.310, atom 6 (C): -0.013, atom 7 (H): -0.022, atom 8 (H): 0.066, atom 9 (H): 0.068, atom 10 (H): 0.050, atom 11 (H): 0.051, atom 12 (H): 0.113

# 3
A molecular structure, C6H6 in a non-equilibrium geometry. Source: OMol25; level of theory: ωB97M-V with the def2-TZVPD basis set.

CARTESIAN COORDINATES (ANGSTROEM)
C 1.171 0.624 -0.178
C 0.560 1.705 0.146
C 1.867 -0.601 -0.269
C 0.936 -1.285 0.322
C -0.400 0.716 0.481
C -1.557 0.326 -0.406
H 2.880 -0.834 -0.805
H 0.421 -1.650 1.225
H -0.297 0.255 1.461
H -1.685 -0.719 -0.397
H -1.341 0.681 -1.417
H -2.556 0.782 -0.162

Output
* E_HOMO (alpha / beta): -7.6 / -7.6 eV
* molar mass: 78.1 g/mol
* HOMO-LUMO gap (alpha / beta): 7.9 / 7.9 eV
* E: -6310.705 eV

The net atomic charges from Löwdin, expressed in e, are: atom 1 (C): -0.186, atom 2 (C): 0.007, atom 3 (C): -0.157, atom 4 (C): 0.105, atom 5 (C): -0.267, atom 6 (C): -0.067, atom 7 (H): 0.135, atom 8 (H): 0.095, atom 9 (H): 0.100, atom 10 (H): 0.048, atom 11 (H): 0.088, atom 12 (H): 0.098

# 4
A single C6H6 molecule. Source: OMol25; level of theory: ωB97M-V with the def2-TZVPD basis set.

CARTESIAN COORDINATES (ANGSTROEM)
C -1.623 0.953 -0.213
C -1.388 -0.507 -0.034
C -0.221 -1.118 0.264
C 1.018 -0.434 0.281
C 2.260 -0.242 0.226
C 3.568 -0.135 0.062
H -2.417 1.267 0.476
H -0.721 1.534 -0.015
H -1.983 1.174 -1.225
H -2.263 -1.148 -0.143
H -0.239 -2.196 0.425
H 4.010 0.851 -0.103

Output
* E_HOMO (alpha / beta): -7.9 / -7.8 eV
* molar mass: 78.1 g/mol
* HOMO-LUMO gap (alpha / beta): 6.7 / 6.6 eV
* E: -6313.695 eV

The net atomic charges from Löwdin, expressed in e, are: atom 1 (C): -0.088, atom 2 (C): -0.119, atom 3 (C): -0.131, atom 4 (C): -0.009, atom 5 (C): -0.188, atom 6 (C): 0.077, atom 7 (H): 0.084, atom 8 (H): 0.073, atom 9 (H): 0.085, atom 10 (H): 0.108, atom 11 (H): 0.104, atom 12 (H): 0.004

# 5
A single C6H6 molecule. Source: OMol25; level of theory: ωB97M-V with the def2-TZVPD basis set.

CARTESIAN COORDINATES (ANGSTROEM)
C -1.086 -0.917 -0.562
C -0.331 -0.031 0.471
C 0.988 -0.607 0.326
C 1.960 -1.152 -0.122
C -0.238 1.452 0.341
C 0.033 2.629 0.375
H -0.670 -0.939 -1.579
H -1.038 -1.966 -0.215
H -2.079 -0.500 -0.561
H -0.808 -0.225 1.446
H 2.966 -1.411 -0.300
H 0.302 3.669 0.379

Output
* E_HOMO: -9.9 eV
* SMILES string: C#CC(C)C#C
* molar mass: 78.1 g/mol
* HOMO-LUMO gap: 10.9 eV
* E: -6314.815 eV

The net atomic charges from Löwdin, expressed in e, are: atom 1 (C): -0.070, atom 2 (C): -0.381, atom 3 (C): -0.153, atom 4 (C): 0.128, atom 5 (C): -0.091, atom 6 (C): 0.116, atom 7 (H): 0.090, atom 8 (H): 0.093, atom 9 (H): 0.068, atom 10 (H): 0.146, atom 11 (H): 0.022, atom 12 (H): 0.030

# 6
A single C6H6 molecule. Source: OMol25; level of theory: ωB97M-V with the def2-TZVPD basis set.

CARTESIAN COORDINATES (ANGSTROEM)
C -0.767 -2.922 -0.146
C -0.737 -1.740 0.082
C -0.647 -0.301 0.344
C 0.543 0.327 -0.408
C 0.733 1.739 -0.067
C 0.893 2.894 0.233
H -0.796 -3.971 -0.343
H -0.530 -0.128 1.420
H -1.576 0.195 0.044
H 1.455 -0.231 -0.167
H 0.385 0.220 -1.487
H 1.045 3.918 0.495

Output
* E_HOMO: -10.0 eV
* SMILES string: C#CCCC#C
* molar mass: 78.1 g/mol
* HOMO-LUMO gap: 11.0 eV
* E: -6315.506 eV

The net atomic charges from Löwdin, expressed in e, are: atom 1 (C): 0.108, atom 2 (C): -0.154, atom 3 (C): -0.219, atom 4 (C): -0.221, atom 5 (C): -0.153, atom 6 (C): 0.107, atom 7 (H): 0.024, atom 8 (H): 0.121, atom 9 (H): 0.121, atom 10 (H): 0.121, atom 11 (H): 0.122, atom 12 (H): 0.023

# 7
25 unconnected molecules or ions with the total composition C6H64NO26 in a non-equilibrium geometry. Source: OMol25; level of theory: ωB97M-V with the def2-TZVPD basis set.

CARTESIAN COORDINATES (ANGSTROEM)
C -38.027 -8.310 -8.451
O -39.092 -8.594 -9.253
C -40.400 -8.419 -8.709
C -41.447 -9.205 -9.457
N -42.722 -9.200 -8.767
H -43.342 -10.113 -8.875
H -42.328 -9.169 -7.756
C -43.575 -8.006 -9.049
C -44.840 -7.883 -8.114
O -45.488 -6.676 -8.533
C -46.715 -6.600 -7.888
H -38.013 -9.060 -7.641
H -38.118 -7.206 -8.104
H -37.041 -8.322 -8.841
H -40.695 -7.312 -8.559
H -40.464 -8.861 -7.600
H -41.121 -10.365 -9.473
H -41.442 -9.063 -10.480
H -43.778 -8.010 -10.070
H -43.054 -6.998 -9.207
H -44.344 -7.300 -7.180
H -45.386 -8.755 -7.983
H -47.137 -5.749 -8.397
H -46.301 -6.634 -6.852
H -47.304 -7.389 -7.998
O -40.729 -12.229 -11.171
H -40.387 -12.397 -12.014
H -39.939 -12.210 -10.590
O -48.281 -9.541 -10.142
H -48.158 -9.882 -9.308
H -48.922 -10.137 -10.248
O -34.486 -6.650 -9.126
H -33.422 -6.571 -9.159
H -34.688 -7.076 -9.849
O -43.171 -7.403 -13.285
H -43.610 -7.202 -12.423
H -42.803 -8.319 -13.381
O -42.554 -9.007 -5.785
H -41.953 -9.402 -5.138
H -43.050 -8.328 -5.205
O -44.975 -4.428 -9.601
H -45.577 -3.683 -9.965
H -45.487 -5.066 -9.055
O -38.863 -7.135 -11.808
H -38.582 -7.826 -12.333
H -38.801 -7.675 -10.908
O -50.354 -7.181 -8.192
H -49.800 -7.887 -7.806
H -50.046 -7.341 -9.088
O -38.793 -4.814 -9.280
H -38.831 -4.635 -10.213
H -38.010 -4.940 -8.793
O -45.435 -9.640 -5.205
H -44.548 -10.017 -5.443
H -45.876 -9.694 -5.995
O -48.991 -3.946 -7.229
H -49.051 -3.005 -7.037
H -49.536 -4.311 -8.026
O -41.852 -5.507 -6.884
H -42.687 -5.036 -6.743
H -41.299 -5.963 -6.387
O -37.845 -12.066 -6.430
H -37.876 -11.301 -5.729
H -37.726 -12.860 -5.981
O -41.846 -12.462 -7.978
H -40.846 -12.210 -8.150
H -41.687 -13.219 -7.300
O -37.422 -11.387 -10.807
H -38.102 -11.215 -10.165
H -37.741 -11.250 -11.756
O -35.389 -8.089 -11.177
H -35.060 -7.929 -11.948
H -36.221 -8.415 -11.178
O -46.615 -4.099 -5.800
H -46.885 -3.617 -5.023
H -47.289 -4.065 -6.479
O -44.710 -11.196 -8.455
H -44.277 -11.470 -7.683
H -45.446 -11.707 -8.513
O -36.766 -7.175 -5.501
H -37.361 -7.161 -4.730
H -36.587 -8.106 -5.482
O -45.735 -6.803 -11.411
H -45.724 -7.855 -11.635
H -45.458 -6.668 -10.513
O -47.255 -10.453 -6.919
H -47.914 -10.147 -6.440
H -47.679 -11.370 -7.281
O -46.870 -3.792 -10.685
H -46.898 -2.854 -10.889
H -47.788 -4.091 -10.339
O -46.775 -6.960 -4.368
H -46.986 -6.163 -4.812
H -45.879 -7.439 -4.386
O -43.893 -4.533 -5.371
H -44.715 -4.484 -5.761
H -43.619 -3.962 -4.746

Output
* E_HOMO: -11.5 eV
* net charge: +1
* molar mass: 566.6 g/mol
* HOMO-LUMO gap: 8.6 eV
* E: -61969.081 eV

The net atomic charges from Löwdin, expressed in e, are: atom 1 (C): -0.115, atom 2 (O): -0.220, atom 3 (C): -0.172, atom 4 (C): -0.147, atom 5 (N): 0.041, atom 6 (H): 0.173, atom 7 (H): 0.140, atom 8 (C): -0.080, atom 9 (C): -0.110, atom 10 (O): -0.286, atom 11 (C): -0.056, atom 12 (H): 0.088, atom 13 (H): 0.121, atom 14 (H): 0.075, atom 15 (H): 0.153, atom 16 (H): 0.153, atom 17 (H): 0.147, atom 18 (H): 0.110, atom 19 (H): 0.078, atom 20 (H): 0.178, atom 21 (H): 0.177, atom 22 (H): 0.076, atom 23 (H): 0.099, atom 24 (H): 0.101, atom 25 (H): 0.035, atom 26 (O): -0.033, atom 27 (H): 0.010, atom 28 (H): 0.027, atom 29 (O): 0.047, atom 30 (H): -0.036, atom 31 (H): -0.019, atom 32 (O): -0.057, atom 33 (H): 0.132, atom 34 (H): -0.148, atom 35 (O): -0.089, atom 36 (H): 0.011, atom 37 (H): 0.049, atom 38 (O): -0.084, atom 39 (H): 0.067, atom 40 (H): 0.113, atom 41 (O): -0.131, atom 42 (H): 0.016, atom 43 (H): -0.018, atom 44 (O): -0.056, atom 45 (H): -0.033, atom 46 (H): 0.068, atom 47 (O): -0.051, atom 48 (H): 0.030, atom 49 (H): 0.026, atom 50 (O): -0.029, atom 51 (H): 0.036, atom 52 (H): 0.006, atom 53 (O): -0.034, atom 54 (H): 0.045, atom 55 (H): -0.081, atom 56 (O): -0.088, atom 57 (H): 0.056, atom 58 (H): 0.111, atom 59 (O): -0.012, atom 60 (H): 0.025, atom 61 (H): -0.058, atom 62 (O): -0.077, atom 63 (H): 0.095, atom 64 (H): -0.013, atom 65 (O): -0.133, atom 66 (H): 0.080, atom 67 (H): 0.095, atom 68 (O): -0.060, atom 69 (H): -0.008, atom 70 (H): 0.084, atom 71 (O): 0.095, atom 72 (H): -0.026, atom 73 (H): -0.013, atom 74 (O): -0.039, atom 75 (H): 0.064, atom 76 (H): -0.005, atom 77 (O): 0.038, atom 78 (H): 0.027, atom 79 (H): 0.013, atom 80 (O): -0.044, atom 81 (H): 0.046, atom 82 (H): 0.012, atom 83 (O): -0.093, atom 84 (H): 0.130, atom 85 (H): -0.039, atom 86 (O): -0.028, atom 87 (H): -0.032, atom 88 (H): 0.169, atom 89 (O): -0.058, atom 90 (H): 0.072, atom 91 (H): 0.121, atom 92 (O): -0.084, atom 93 (H): -0.031, atom 94 (H): 0.062, atom 95 (O): 0.031, atom 96 (H): -0.030, atom 97 (H): 0.003

# 8
A molecular structure, C6H6B2F14N3NiO4S2 in a non-equilibrium geometry. Source: OMol25; level of theory: ωB97M-V with the def2-TZVPD basis set.

CARTESIAN COORDINATES (ANGSTROEM)
Ni 26.525 -9.220 -8.307
B 28.140 -6.969 -8.226
F 27.610 -5.872 -8.914
F 27.173 -7.432 -7.301
F 28.301 -8.072 -9.126
F 29.372 -6.648 -7.676
B 28.835 -11.015 -7.512
F 30.163 -10.757 -7.163
F 28.006 -9.913 -7.045
F 28.696 -10.992 -8.908
F 28.409 -12.201 -6.928
C 22.895 -8.855 -9.856
F 22.618 -9.445 -8.684
F 23.162 -9.784 -10.750
F 21.823 -8.161 -10.185
S 24.411 -7.683 -9.640
O 24.060 -6.557 -10.440
O 24.509 -7.484 -8.211
N 25.740 -8.645 -10.043
S 26.168 -8.132 -11.541
O 25.067 -8.325 -12.468
O 26.756 -6.816 -11.554
C 27.441 -9.459 -12.078
F 26.899 -10.664 -11.996
F 27.819 -9.147 -13.307
F 28.506 -9.421 -11.295
C 23.716 -9.560 -4.417
C 24.651 -9.496 -5.542
N 25.371 -9.470 -6.430
H 23.471 -10.606 -4.260
H 22.850 -8.969 -4.709
H 24.198 -9.099 -3.557
C 26.136 -13.696 -7.648
C 25.918 -12.338 -8.145
N 25.715 -11.294 -8.571
H 26.202 -14.406 -8.473
H 25.309 -14.025 -7.024
H 27.097 -13.727 -7.139

Output
* E_HOMO (alpha / beta): -7.5 / -7.5 eV
* net charge: -1
* 2S+1: 3
* <S²>: 2.0032
* molar mass: 594.6 g/mol
* HOMO-LUMO gap (alpha / beta): 9.5 / 9.5 eV
* E: -121104.857 eV

The net atomic charges from Löwdin, expressed in e, are: atom 1 (Ni): 0.743, atom 2 (B): -1.226, atom 3 (F): 0.124, atom 4 (F): 0.092, atom 5 (F): 0.075, atom 6 (F): 0.145, atom 7 (B): -1.219, atom 8 (F): 0.129, atom 9 (F): 0.048, atom 10 (F): 0.110, atom 11 (F): 0.116, atom 12 (C): -0.664, atom 13 (F): 0.104, atom 14 (F): 0.143, atom 15 (F): 0.150, atom 16 (S): 0.657, atom 17 (O): -0.254, atom 18 (O): -0.310, atom 19 (N): -0.339, atom 20 (S): 0.642, atom 21 (O): -0.307, atom 22 (O): -0.253, atom 23 (C): -0.672, atom 24 (F): 0.148, atom 25 (F): 0.151, atom 26 (F): 0.147, atom 27 (C): -0.028, atom 28 (C): -0.158, atom 29 (N): 0.197, atom 30 (H): 0.085, atom 31 (H): 0.091, atom 32 (H): 0.089, atom 33 (C): -0.027, atom 34 (C): -0.171, atom 35 (N): 0.190, atom 36 (H): 0.091, atom 37 (H): 0.084, atom 38 (H): 0.077

# 9
A molecular structure, C6H6Br2F3ISiTl in a non-equilibrium geometry. Source: OMol25; level of theory: ωB97M-V with the def2-TZVPD basis set.

CARTESIAN COORDINATES (ANGSTROEM)
C -2.493 -3.574 0.584
C -2.359 -2.383 0.863
Si -2.099 -0.624 1.171
I -4.100 0.490 1.996
C -1.350 0.182 -0.458
C -0.106 1.038 -0.179
C 1.194 0.315 -0.432
F 1.253 0.013 -1.751
Br 1.321 -1.321 0.610
C 2.493 1.179 -0.155
F 2.693 2.007 -1.235
F 3.529 0.340 -0.071
Br 2.439 2.135 1.501
H -2.459 -4.530 0.096
H -1.003 -0.540 2.192
H -2.128 0.860 -0.820
H -1.232 -0.584 -1.225
H -0.158 1.882 -0.883
H -0.175 1.467 0.818
Tl 4.599 1.556 -2.548

Output
* E_HOMO: -20.3 eV
* net charge: +3
* molar mass: 654.3 g/mol
* HOMO-LUMO gap: 3.3 eV
* E: -175191.963 eV

The net atomic charges from Löwdin, expressed in e, are: atom 1 (C): 0.277, atom 2 (C): -0.156, atom 3 (Si): 0.254, atom 4 (I): 1.115, atom 5 (C): -0.203, atom 6 (C): -0.238, atom 7 (C): -0.799, atom 8 (F): 0.039, atom 9 (Br): 1.049, atom 10 (C): -0.965, atom 11 (F): -0.190, atom 12 (F): -0.056, atom 13 (Br): 0.987, atom 14 (H): 0.106, atom 15 (H): 0.069, atom 16 (H): 0.101, atom 17 (H): 0.112, atom 18 (H): 0.174, atom 19 (H): 0.091, atom 20 (Tl): 1.233

# 10
A molecular structure, C6H6Br3ClN2 in a non-equilibrium geometry. Source: OMol25; level of theory: ωB97M-V with the def2-TZVPD basis set.

CARTESIAN COORDINATES (ANGSTROEM)
C 0.131 -1.201 -0.274
C -0.563 -0.737 0.836
C -0.168 -0.360 -1.360
C -1.621 1.645 -1.574
C -0.560 -1.307 2.250
C 3.129 0.643 -0.523
N -1.211 0.352 0.415
N -0.982 0.635 -0.841
Cl 1.147 -2.559 -0.311
Br 0.878 -0.339 3.144
Br 4.415 -0.568 -0.230
Br 2.874 1.720 0.959
H -2.242 2.235 -0.963
H -1.017 2.428 -1.990
H -2.346 1.269 -2.335
H -0.459 -2.287 2.423
H -1.528 -1.117 2.798
H 0.123 -0.452 -2.424

Output
* E_HOMO: -8.8 eV
* molar mass: 381.3 g/mol
* HOMO-LUMO gap: 7.9 eV
* E: -231944.983 eV

The net atomic charges from Löwdin, expressed in e, are: atom 1 (C): -0.698, atom 2 (C): -0.422, atom 3 (C): -0.052, atom 4 (C): -0.039, atom 5 (C): -0.494, atom 6 (C): -1.145, atom 7 (N): 0.105, atom 8 (N): -0.196, atom 9 (Cl): 0.685, atom 10 (Br): 0.608, atom 11 (Br): 0.613, atom 12 (Br): 0.535, atom 13 (H): 0.073, atom 14 (H): 0.087, atom 15 (H): 0.111, atom 16 (H): 0.002, atom 17 (H): 0.090, atom 18 (H): 0.137